{"formula": "C3H7N3O", "method": "ωB97M-V with the def2-TZVPD basis set", "lumo_ha": 0.02097, "de_lowest_ev": 1.994, "e_homo_ev": -8.18, "total_charge": 0, "smiles": "C/N=C(/N)C(N)=O", "elements": ["C", "N", "C", "N", "C", "N", "O", "H", "H", "H", "H", "H", "H", "H"], "xyz": [[1.352602, 0.973914, -0.518312], [0.736985, -0.170919, -1.155315], [0.115988, -0.691198, -0.138587], [0.340184, -1.923625, 0.311397], [-1.099667, -0.042488, 0.570754], [-1.657141, 0.982355, -0.115439], [-1.591974, -0.559931, 1.559983], [2.373767, 0.727678, -0.206052], [0.901917, 0.925846, 0.532412], [1.395201, 1.888567, -1.144029], [-0.171822, -2.233377, 1.123050], [1.216741, -2.352125, 0.059323], [-1.342051, 1.179277, -1.053154], [-2.570735, 1.296030, 0.173966]], "forces_ev_per_a": [[0.0, 0.4, 0.8], [0.4, -0.7, 0.5], [-0.4, -0.9, -0.8], [-0.1, -0.3, 0.0], [-0.3, -0.2, 0.1], [0.0, -0.1, 0.1], [0.3, 0.3, -0.1], [0.2, -0.1, -0.5], [0.4, 2.1, -0.8], [-0.3, -0.2, 0.8], [-0.1, -0.1, -0.1], [-0.2, -0.1, -0.1], [0.1, 0.0, 0.2], [0.2, 0.0, 0.0]], "lowdin_charge": [-0.171, -0.024, -0.441, 0.198, -0.485, 0.178, 0.051, 0.071, 0.094, 0.080, 0.107, 0.121, 0.105, 0.117]}

{"formula": "C3H7N3O", "method": "ωB97M-V with the def2-TZVPD basis set", "lumo_ha": [0.00587, 0.00587], "de_lowest_ev": 4.781, "e_homo_ev": [-7.27, -7.27], "total_charge": 0, "elements": ["C", "C", "N", "H", "H", "H", "N", "C", "O", "N", "H", "H", "H", "H"], "xyz": [[-1.035813, -1.394970, 1.283988], [0.179901, -1.055536, 0.473887], [1.314422, -1.532301, 0.369081], [-1.899861, -1.551385, 0.632270], [-0.840690, -2.302613, 1.851007], [-1.291492, -0.582828, 1.969604], [-1.109487, 0.992613, -0.571014], [1.267361, 0.604643, -0.598350], [1.465889, 1.425614, -1.641565], [0.017769, 0.143757, -0.429808], [2.301752, 1.896721, -1.539647], [-0.849609, 1.972300, -0.495984], [-1.545254, 0.824407, -1.470614], [2.025114, 0.559580, 0.167144]], "forces_ev_per_a": [[-0.1, 0.1, 0.0], [0.4, -0.2, 0.1], [-0.3, 0.4, -0.1], [0.0, 0.0, 0.0], [0.0, 0.0, 0.0], [0.0, 0.0, 0.0], [0.2, -0.2, -0.1], [-0.5, 0.0, -0.1], [-0.1, -0.2, 0.3], [0.2, 0.4, 0.0], [0.0, -0.1, 0.0], [0.0, -0.1, 0.0], [0.0, 0.0, 0.0], [0.0, -0.1, 0.0]], "lowdin_charge": [-0.063, -0.548, 0.090, 0.068, 0.070, 0.068, 0.096, -0.168, 0.086, -0.120, 0.120, 0.088, 0.092, 0.122]}

{"formula": "C3H7N3O", "method": "ωB97M-V with the def2-TZVPD basis set", "lumo_ha": 0.02860, "de_lowest_ev": 2.732, "e_homo_ev": -8.75, "total_charge": 0, "elements": ["C", "N", "C", "O", "N", "C", "N", "H", "H", "H", "H", "H", "H", "H"], "xyz": [[-0.157467, -0.606925, -2.297564], [-0.911717, -0.125281, -1.148599], [-0.303554, 0.176477, 0.022141], [0.951280, -0.072769, 0.212480], [-0.793057, 0.732598, 1.101231], [0.864542, 0.413176, 1.826569], [1.003839, -0.493143, 2.686718], [0.605092, -1.302842, -1.942379], [0.341096, 0.205605, -2.842093], [-0.830122, -1.135253, -2.980791], [-1.805243, 0.312104, -1.319214], [-1.766423, 0.658091, 1.376232], [1.277378, 1.423148, 1.800806], [1.524357, -0.184985, 3.504463]], "forces_ev_per_a": [[0.1, -0.1, 0.0], [0.1, 0.2, 0.2], [-0.2, 0.0, -0.1], [0.0, 0.0, 0.2], [-0.1, -0.2, 0.0], [0.1, -0.1, 0.1], [-0.1, 0.3, -0.4], [-0.1, 0.1, -0.1], [-0.1, -0.1, 0.1], [0.1, 0.1, 0.2], [0.2, -0.1, 0.1], [0.2, 0.1, -0.1], [-0.1, -0.2, 0.0], [-0.1, 0.0, -0.2]], "lowdin_charge": [-0.070, 0.027, -0.564, 0.028, 0.134, -0.279, 0.062, 0.087, 0.087, 0.084, 0.139, 0.101, 0.121, 0.042]}

{"formula": "C3H7N3O", "method": "ωB97M-V with the def2-TZVPD basis set", "lumo_ha": 0.03482, "de_lowest_ev": 4.348, "e_homo_ev": -7.76, "total_charge": 0, "smiles": "Cn1cc(O)n1N", "elements": ["C", "N", "C", "C", "O", "N", "N", "H", "H", "H", "H", "H", "H", "H"], "xyz": [[1.910365, 0.441909, -0.391065], [0.706525, 0.269294, 0.392815], [-0.255744, 1.323336, 0.408915], [-1.256660, 0.535248, -0.018243], [-2.599460, 0.572239, -0.090376], [-0.429455, -0.587671, -0.262670], [-0.801469, -1.797036, 0.288899], [2.281032, -0.518916, -0.752258], [1.786434, 1.084815, -1.269980], [2.674784, 0.886902, 0.244848], [-0.075539, 2.366271, 0.560787], [-2.908559, -0.279573, -0.424211], [-0.878689, -1.773243, 1.306647], [-0.153564, -2.523576, 0.005892]], "forces_ev_per_a": [[0.1, 0.0, -0.6], [-0.7, -1.3, 0.4], [-0.7, 0.1, -0.3], [0.2, 0.3, 0.5], [0.2, -0.1, -0.1], [1.2, 0.6, -0.5], [-0.1, -0.1, 0.4], [-0.1, 0.0, 0.2], [-0.2, 0.0, 0.0], [0.0, 0.0, 0.1], [0.0, 0.2, 0.1], [0.0, 0.0, 0.0], [0.2, 0.1, -0.1], [-0.2, 0.2, 0.0]], "lowdin_charge": [-0.104, -0.117, -0.051, -0.374, 0.083, -0.102, 0.053, 0.075, 0.077, 0.077, 0.098, 0.109, 0.094, 0.083]}

{"formula": "C3H7N3O", "method": "ωB97M-V with the def2-TZVPD basis set", "lumo_ha": 0.03083, "de_lowest_ev": 2.430, "e_homo_ev": -9.15, "total_charge": 0, "smiles": "N/N=C\\CC(N)=O", "elements": ["N", "N", "C", "C", "C", "N", "O", "H", "H", "H", "H", "H", "H", "H"], "xyz": [[2.000730, 0.729827, 0.476095], [1.947235, -0.248726, -0.470786], [0.941131, -1.069661, -0.515094], [-0.207504, -0.857279, 0.465184], [-1.304172, 0.067837, 0.046665], [-1.033274, 1.406354, -0.311993], [-2.422843, -0.389818, 0.121106], [1.351380, 0.601214, 1.389757], [2.958439, 1.183285, 0.571740], [0.677604, -1.794790, -1.302608], [0.096616, -0.567241, 1.440207], [-0.892731, -1.833819, 0.613639], [-1.745100, 1.904122, -0.792932], [-0.043022, 1.568199, -0.722391]], "forces_ev_per_a": [[-0.7, 0.2, 2.1], [-0.3, -1.3, -0.7], [-0.7, 2.0, 1.3], [-1.3, -3.1, -0.6], [-0.7, 1.3, -0.5], [3.2, -1.5, -0.4], [-0.7, 0.8, -0.3], [2.5, 0.6, -2.7], [-2.0, -1.3, 0.0], [1.2, 0.5, 0.1], [0.4, 0.1, 1.0], [2.1, 1.9, -0.3], [-0.7, 0.1, -0.3], [-2.3, -0.3, 1.2]], "lowdin_charge": [-0.053, -0.083, -0.158, -0.146, -0.549, 0.138, 0.043, 0.140, 0.116, 0.113, 0.075, 0.167, 0.078, 0.120]}

{"formula": "C3H7N3O", "method": "ωB97M-V with the def2-TZVPD basis set", "lumo_ha": 0.01813, "de_lowest_ev": 1.013, "e_homo_ev": -9.13, "total_charge": 0, "smiles": "C/N=C(/N)C(N)=O", "elements": ["C", "N", "C", "N", "C", "N", "O", "H", "H", "H", "H", "H", "H", "H"], "xyz": [[-0.271084, -1.252684, 1.345793], [-0.649362, 0.130819, 1.186684], [-0.445724, 0.771199, 0.105189], [-0.879859, 2.083260, 0.046954], [0.347287, 0.340015, -1.144501], [0.996459, -0.901074, -1.129663], [0.580638, 1.159971, -2.006494], [-0.306508, -1.483102, 2.412547], [0.712688, -1.457777, 0.929241], [-0.981277, -1.915726, 0.834243], [-0.350319, 2.708568, -0.543731], [-1.019832, 2.401400, 0.998617], [0.441457, -1.727259, -1.327881], [1.825436, -0.857610, -1.706997]], "forces_ev_per_a": [[-0.2, -0.2, 0.2], [0.1, 0.0, -0.6], [0.1, -0.2, 0.2], [0.1, -0.1, 0.1], [0.2, 0.3, -0.1], [0.1, 0.1, -0.3], [0.0, 0.0, 0.4], [0.0, -0.1, -0.2], [0.1, -0.1, 0.3], [0.0, 0.0, 0.1], [-0.1, -0.2, -0.1], [-0.2, 0.2, -0.3], [0.0, 0.2, 0.4], [-0.2, -0.1, -0.4]], "lowdin_charge": [-0.155, 0.030, -0.358, 0.108, -0.416, 0.115, 0.084, 0.069, 0.053, 0.078, 0.085, 0.097, 0.108, 0.102]}